(1)
Formula: C58H56N5O3ReSTe
Source: the OMol25 dataset
Level of theory: ωB97M-V/def2-TZVPD

Element x y z (Å)
Re: 1.29571 -1.07924 -0.71927
C: -1.34575 -3.38112 1.44490
C: -0.16929 -4.27605 1.17761
C: 0.12361 -5.30235 2.06863
C: 1.14240 -6.20252 1.81148
C: 1.85882 -6.09878 0.63078
C: 1.59596 -5.08109 -0.28035
C: 2.32575 -5.04398 -1.58926
C: 0.61057 -4.13979 0.02403
N: 0.36408 -3.00814 -0.83253
C: -0.81182 -3.06077 -1.51167
O: -1.55709 -4.01858 -1.64564
C: -1.22749 -1.73162 -2.10536
C: -2.36363 -1.51974 -2.85748
C: -2.60780 -0.23066 -3.32340
C: -1.72653 0.80748 -3.03264
C: -0.60898 0.51265 -2.28216
N: -0.39894 -0.72576 -1.84999
C: 0.52173 1.46928 -1.98646
O: 0.42302 2.64031 -2.29136
N: 1.61515 0.84165 -1.43668
C: 2.79704 1.66925 -1.34176
C: 3.55439 1.87753 -2.49812
C: 3.08483 1.38859 -3.84086
C: 4.73825 2.60029 -2.40608
C: 5.15586 3.12555 -1.19508
C: 4.36275 2.96267 -0.07305
C: 3.17164 2.24751 -0.12922
C: 2.30471 2.15167 1.08969
H: -1.62915 -3.41299 2.49694
H: -2.19667 -3.72193 0.85069
H: -1.16017 -2.34358 1.16915
H: -0.46381 -5.38935 2.97521
H: 1.35880 -6.99779 2.51347
H: 2.63176 -6.82226 0.39924
H: 3.07238 -5.83648 -1.63627
H: 2.82935 -4.09571 -1.72454
H: 1.63039 -5.17366 -2.42270
H: -3.01696 -2.35682 -3.05960
H: -3.48547 -0.03440 -3.92569
H: -1.87744 1.82331 -3.37049
H: 2.86152 0.32321 -3.82373
H: 3.84781 1.56447 -4.59855
H: 2.17825 1.91785 -4.14407
H: 5.32960 2.75760 -3.30049
H: 6.08436 3.67847 -1.13158
H: 4.66478 3.39641 0.87288
H: 2.74267 2.71042 1.91605
H: 2.18143 1.12097 1.41141
H: 1.30753 2.55162 0.89526
C: 0.91778 -1.64070 -4.34030
C: 2.25225 -2.07722 -3.81850
C: 3.05519 -2.76743 -4.75827
C: 4.32973 -3.10249 -4.45893
C: 4.84929 -2.75827 -3.19661
C: 6.18733 -3.05066 -2.86589
C: 6.66647 -2.71726 -1.63023
C: 5.81944 -2.10847 -0.69890
C: 4.49616 -1.83101 -0.98480
S: 3.51002 -1.12864 0.24250
C: 3.98402 -2.12806 -2.27097
N: 2.66552 -1.79899 -2.58867
H: 0.95856 -1.60005 -5.42672
H: 0.65361 -0.65232 -3.98276
H: 0.13652 -2.35035 -4.06918
H: 2.62644 -2.99894 -5.72321
H: 4.96349 -3.61070 -5.17585
H: 6.81134 -3.53871 -3.60359
H: 7.69340 -2.92894 -1.36275
H: 6.19177 -1.85211 0.28488
C: -4.70894 7.49077 -1.38854
C: -4.06666 6.23816 -0.85444
C: -4.64306 4.99077 -1.05052
C: -4.05592 3.82593 -0.56975
C: -4.76245 2.52157 -0.81605
C: -2.84671 3.90027 0.14029
Te: -1.82957 2.13960 0.80614
N: 0.69769 -0.88858 0.88894
C: 0.45870 -0.62495 2.24619
O: -0.35421 0.21357 2.55490
C: 1.29676 -1.34190 3.23983
C: 1.35429 -0.80171 4.52556
C: 2.14847 -1.39638 5.48728
C: 2.87515 -2.54196 5.17476
C: 2.80558 -3.08919 3.90355
C: 2.02598 -2.48402 2.92797
C: -3.35987 1.44526 2.10549
C: -4.06393 0.26350 1.85944
C: -3.90861 -0.57200 0.61556
C: -5.00515 -0.17199 2.79561
C: -5.26984 0.53255 3.95510
C: -6.28608 0.04906 4.95419
C: -4.56621 1.71152 4.17521
C: -3.61153 2.17563 3.28224
C: -2.88851 3.45597 3.60786
C: -2.25497 5.15456 0.35609
C: -0.96376 5.38038 1.10866
C: -2.87864 6.29487 -0.14695
H: -5.52461 7.25395 -2.07104
H: -3.98396 8.10520 -1.92379
H: -5.11680 8.09764 -0.57762
H: -5.57633 4.91799 -1.59972
H: -5.54062 2.64174 -1.57044
H: -5.22935 2.15376 0.10018
H: -4.06067 1.75620 -1.14846
H: 0.76927 0.08019 4.74859
H: 2.20685 -0.96757 6.47900
H: 3.49370 -3.00977 5.93024
H: 3.35949 -3.98665 3.66170
H: 1.97847 -2.91101 1.93695
H: -2.95636 -0.39213 0.12149
H: -4.70421 -0.34087 -0.09687
H: -3.98500 -1.63209 0.85418
H: -5.53805 -1.09812 2.60289
H: -6.68664 -0.92320 4.66935
H: -7.12044 0.74866 5.03174
H: -5.84447 -0.04306 5.94770
H: -4.75929 2.28322 5.07735
H: -3.17989 3.81619 4.59403
H: -3.11892 4.23335 2.87633
H: -1.80749 3.30882 3.59339
H: -0.53211 4.45954 1.49075
H: -1.13628 6.04985 1.95401
H: -0.22644 5.85628 0.45978
H: -2.40607 7.25834 0.02112

Forces on atoms 1 to 3 (eV/Å):
-1.146 0.154 1.268
-0.041 -0.009 0.038
-0.009 0.003 0.022

Values from the calculation:
Charge: 0
Orbital gap (spin up / spin down), eV: 5.71 / 5.71
Spin multiplicity: 1
Lowest unoccupied orbital energy (spin up / spin down), Eh: -0.0481 / -0.0480
F_max, eV/A: 1.7

(2)
Formula: C20H40FeO20
Source: the OMol25 dataset
Level of theory: ωB97M-V/def2-TZVPD

Element x y z (Å)
Fe: -0.54220 0.57322 1.16277
O: -1.74913 2.30350 0.53521
C: -2.62694 2.55423 1.65660
C: -2.76124 1.47391 2.83185
O: -1.65458 0.47592 2.88107
H: -3.55880 3.00287 1.31240
H: -2.11717 3.42011 2.07908
H: -3.70493 0.96390 2.63839
H: -2.88951 1.78914 3.86736
C: -4.68392 1.77859 -2.15290
O: -4.06349 1.54897 -3.37036
C: -3.20295 2.36560 -3.82070
O: -2.90891 3.41124 -3.28802
O: -2.77983 1.99092 -5.12517
C: -3.10890 0.72626 -5.69241
H: -4.20080 2.50013 -1.49407
H: -4.75637 0.84314 -1.59811
H: -5.68761 2.15121 -2.35741
H: -4.14887 0.45061 -5.51751
H: -2.38216 0.04369 -5.25188
H: -2.89854 0.70343 -6.76169
C: 3.65711 -4.23107 1.08203
O: 4.03075 -4.13473 -0.23925
C: 3.40297 -3.29667 -1.10006
O: 2.52769 -2.48617 -0.83628
O: 4.01505 -3.40867 -2.23115
C: 3.64885 -2.71517 -3.36696
H: 2.59052 -4.43187 1.18274
H: 3.69606 -3.27374 1.60175
H: 4.16567 -5.02982 1.62188
H: 3.80639 -1.63720 -3.40275
H: 2.60895 -2.91727 -3.62360
H: 4.21273 -3.23999 -4.13812
C: 0.60882 4.27661 2.59860
O: 1.87398 3.66016 2.46416
C: 2.00663 2.29236 2.31846
O: 1.15090 1.46658 1.97671
O: 3.27654 1.84188 2.65186
C: 4.39783 2.70891 2.81410
H: -0.14663 3.81920 3.23749
H: -0.00287 4.28345 1.69644
H: 0.80689 5.30515 2.90020
H: 4.08444 3.68993 3.17114
H: 4.86131 2.78217 1.83027
H: 5.13595 2.17677 3.41420
C: -0.21446 1.79920 -2.78746
O: 1.08289 1.31888 -2.68034
C: 1.58254 0.91422 -1.44960
O: 0.86323 0.61878 -0.43126
O: 2.91732 0.99870 -1.54662
C: 3.77323 0.51286 -0.47872
H: -0.38590 2.45097 -1.93079
H: -0.89404 0.95384 -2.89547
H: -0.38916 2.36708 -3.70128
H: 3.58268 1.05255 0.44893
H: 4.73584 0.90593 -0.80580
H: 3.79113 -0.55969 -0.28536
C: -1.30596 -1.90341 -2.33471
O: -2.59071 -1.73606 -1.66780
C: -2.60615 -1.47658 -0.39738
O: -1.85534 -0.73158 0.20956
O: -3.75189 -2.00536 0.11870
C: -4.36354 -1.66025 1.31200
H: -1.33365 -1.53312 -3.35951
H: -1.06298 -2.96534 -2.37161
H: -0.47722 -1.32936 -1.92028
H: -5.30211 -2.14274 1.58474
H: -4.34963 -0.57748 1.43656
H: -3.58559 -2.02238 1.98413
C: -1.33788 -3.29223 2.68350
O: 0.05017 -3.20411 2.87059
C: 0.76593 -2.17778 2.41039
O: 0.40101 -1.34174 1.63595
O: 1.94182 -2.22686 3.06520
C: 2.65213 -1.02394 3.29022
H: -1.86577 -2.35089 2.83620
H: -1.62433 -4.05228 3.41038
H: -1.56281 -3.70351 1.69945
H: 2.07786 -0.33971 3.91482
H: 3.02438 -0.79596 2.29144
H: 3.62729 -1.31205 3.68286

Forces on atoms 1 to 3 (eV/Å):
-2.172 1.099 0.991
-0.562 -1.828 1.159
2.618 0.907 0.165

Values from the calculation:
Charge: 0
Orbital gap (spin up / spin down), eV: 6.54 / 6.23
Spin multiplicity: 5
Lowest unoccupied orbital energy (spin up / spin down), Eh: 0.0117 / 0.0118
F_max, eV/A: 5.9
⟨S²⟩: 6.008

(3)
Formula: C19H25GdN3SSi
Source: the OMol25 dataset
Level of theory: ωB97M-V/def2-TZVPD

Element x y z (Å)
C: 1.36152 -0.97818 2.14738
C: 0.75239 -1.64989 1.04550
C: 1.75609 -1.88867 0.05796
H: -0.25915 -2.05203 1.01472
C: 2.99112 -1.37492 0.54339
C: 2.74332 -0.79182 1.83742
H: 3.52334 -0.47596 2.53083
H: 0.88214 -0.78053 3.10899
H: 1.61310 -2.45309 -0.86679
H: 3.96422 -1.47756 0.06319
Gd: 1.55740 0.60513 0.10634
C: -1.50204 1.13761 -2.97623
H: -0.60685 1.12109 -3.60413
H: -1.90105 2.15457 -2.95656
H: -2.22025 0.45739 -3.46446
Si: -1.20367 0.45321 -1.26106
C: -2.56196 0.95865 -0.03293
C: -2.55323 0.23608 1.17520
H: -2.10661 -0.76373 1.22793
C: -3.05554 0.81883 2.34924
H: -3.01466 0.25744 3.28474
C: -3.57094 2.12540 2.30751
H: -3.93746 2.58128 3.23033
C: -3.59062 2.83560 1.09840
H: -3.95737 3.86408 1.08770
C: -3.07364 2.26385 -0.07369
H: -3.01884 2.84413 -0.99955
C: -1.61169 -1.38171 -1.49258
C: -2.78366 -1.94869 -0.97613
H: -3.54382 -1.33500 -0.47253
C: -3.04041 -3.31726 -1.13365
H: -3.95309 -3.73129 -0.69981
C: -2.16146 -4.12458 -1.87207
H: -2.38148 -5.17966 -2.01182
C: -1.03047 -3.52991 -2.45410
H: -0.37050 -4.13826 -3.07588
C: -0.76998 -2.17107 -2.30101
H: 0.06487 -1.71751 -2.84378
H: 0.36840 0.32632 -1.61883
H: -0.44370 1.10459 0.03153
N: 2.59728 2.23008 1.66022
N: 3.99282 1.89598 1.51428
C: 4.50495 1.86002 0.23236
N: 5.84680 1.95749 0.17853
S: 3.61346 1.72340 -1.21986
H: 2.44413 3.22323 1.43191
H: 2.33575 2.09730 2.64623
H: 4.58689 2.33907 2.22723
H: 6.28413 1.90391 -0.72898
H: 6.44003 1.88558 0.99736

Forces on atoms 1 to 3 (eV/Å):
0.341 -0.721 -0.219
0.546 -0.449 0.311
0.125 -0.641 0.446

Values from the calculation:
Charge: +1
Orbital gap (spin up / spin down), eV: 7.56 / 5.06
Spin multiplicity: 8
Lowest unoccupied orbital energy (spin up / spin down), Eh: -0.1252 / -0.2080
F_max, eV/A: 2.3
⟨S²⟩: 16.062